No. 1
57
Properties=species:S:1:pos:R:3:forces:R:3 method="wB97M-V/def2-TZVPD" orbital_gap_ha=0.0755 charge=-1 e_lumo_ev=-0.1 homo_energy_ev=-2.133 total_energy_ha=-26938.03457
Na -5.398 -0.888 2.932 0.564 0.578 0.280
Na -1.959 4.592 2.205 -0.736 -0.155 -0.040
Na -4.696 1.790 -2.372 0.217 0.140 0.476
C -6.125 6.605 0.888 -1.890 0.157 3.364
O -7.297 7.061 0.862 -0.954 0.906 -0.756
O -5.529 6.730 2.015 1.432 0.456 0.737
O -5.647 5.889 0.034 2.032 -2.011 -3.473
B -3.649 1.153 6.151 0.081 -0.171 -0.211
H -3.631 1.928 5.400 0.110 3.126 -3.476
H -2.937 0.387 5.887 2.768 -3.315 -0.956
H -3.370 1.692 7.043 1.167 1.760 3.783
H -4.678 0.840 6.243 -4.277 -1.704 0.378
B -2.040 0.512 0.365 -0.029 0.047 0.040
H -2.816 1.168 0.728 -3.341 2.925 1.563
H -2.502 -0.436 0.139 -1.698 -4.120 -0.692
H -1.643 0.915 -0.554 1.539 1.726 -3.930
H -1.236 0.498 1.085 3.079 -0.397 2.891
Br 0.196 -5.844 -0.454 0.760 0.244 -0.293
C 1.780 -5.200 -1.450 -0.025 0.643 -0.680
C 1.872 -3.654 -1.358 0.059 -0.225 -0.234
Br 3.525 -2.989 -2.294 -0.790 -0.496 0.654
H 1.654 -5.545 -2.476 -0.443 0.378 -0.031
H 2.690 -5.733 -1.176 -0.196 0.304 0.858
H 1.828 -3.268 -0.340 0.643 -0.274 0.013
H 1.073 -3.103 -1.854 -0.028 -0.544 -0.273
Br 8.928 1.989 1.648 -0.260 -0.226 -0.380
C 7.054 2.340 1.211 -0.593 1.062 1.399
C 6.372 2.629 2.579 -0.444 -0.963 -0.692
Br 4.399 2.808 2.157 1.197 0.170 0.500
H 6.510 1.539 0.711 0.643 -0.243 0.108
H 7.034 3.225 0.576 0.093 -0.129 0.089
H 6.780 3.429 3.196 -0.351 0.525 -0.704
H 6.459 1.764 3.237 -0.292 -0.203 -0.321
Br -5.519 -4.624 -3.765 0.573 -0.004 -0.504
C -4.150 -4.182 -5.126 -0.233 0.127 0.176
C -4.790 -3.735 -6.411 -0.451 0.206 -0.952
Br -5.462 -5.281 -7.504 0.349 0.912 0.632
H -3.490 -5.035 -5.286 -0.315 -0.068 0.166
H -3.551 -3.383 -4.687 -0.180 0.059 -0.032
H -4.138 -3.148 -7.057 0.639 -0.650 -0.026
H -5.606 -3.016 -6.326 -0.380 -0.575 0.555
Br 4.128 5.029 -6.919 -0.035 0.207 0.350
C 2.485 4.004 -6.791 -0.925 0.444 0.315
C 1.502 4.369 -5.658 1.246 0.362 0.189
Br 0.183 2.978 -5.660 -0.462 -0.163 0.066
H 2.789 2.964 -6.677 -0.162 0.205 -0.377
H 1.948 4.259 -7.704 0.300 -0.693 -0.161
H 1.016 5.337 -5.779 0.014 -0.201 -0.266
H 1.972 4.373 -4.675 0.013 -0.167 -0.113
Br 1.929 -3.955 8.796 -0.105 0.513 -0.819
C 1.835 -2.830 7.149 0.641 0.327 1.022
C 2.333 -3.531 5.909 -0.153 0.246 0.198
Br 4.320 -3.677 5.896 -0.956 0.081 -0.066
H 2.458 -1.958 7.346 0.331 -0.276 0.160
H 0.853 -2.360 7.105 -0.329 -0.831 -0.292
H 2.007 -2.880 5.097 0.448 -0.217 -0.329
H 1.946 -4.539 5.760 0.092 0.187 0.117


No. 2
47
Properties=species:S:1:pos:R:3:forces:R:3 method="wB97M-V/def2-TZVPD" orbital_gap_ha="0.1738 / 0.1597" spin_multiplicity=4 charge=+3 s_squared=3.7774 e_lumo_ev="-12.3 / -12.7" homo_energy_ev="-17.029 / -17.009" total_energy_ha=-2158.95431
C 0.070 0.959 -7.230 0.000 -0.024 -0.181
C 0.076 1.682 -5.916 0.021 3.869 -0.835
H 0.072 1.674 -8.060 0.000 0.070 0.361
H -0.823 0.334 -7.314 0.110 -0.037 0.149
H 0.956 0.325 -7.318 -0.109 -0.036 0.151
O 0.083 2.868 -5.707 -0.019 -3.343 -0.236
I 0.072 0.313 -4.208 0.003 -0.475 0.511
Re 0.053 -0.465 0.253 0.139 -4.426 -0.846
P 2.158 0.041 -0.312 5.310 1.484 -0.790
C 2.944 1.293 0.775 -1.011 0.318 0.093
C 2.983 -1.480 0.330 -1.097 -0.524 0.088
H 4.053 -1.407 0.108 -0.182 0.195 -0.050
H 4.002 0.210 -1.859 -0.283 0.020 0.259
H 2.552 -2.359 -0.164 0.368 0.041 0.161
H 2.485 -0.277 -2.701 0.236 0.183 0.241
H 2.571 1.161 1.801 0.243 0.144 -0.176
H 2.841 -1.560 1.417 0.112 -0.026 -0.260
C 2.917 0.373 -1.927 -0.754 -0.097 -0.526
H 4.039 1.189 0.767 -0.352 -0.108 -0.179
H 2.708 1.415 -2.201 0.062 -0.228 0.020
H 2.649 2.285 0.409 0.235 -0.097 0.216
P -2.050 0.056 -0.299 -5.301 1.515 -0.837
C -2.859 1.327 0.753 0.973 0.320 0.142
C -2.769 0.400 -1.931 0.748 -0.110 -0.523
H -2.464 -2.342 -0.166 -0.373 0.068 0.162
H -3.965 -1.379 0.081 0.194 0.175 -0.047
H -2.780 -1.548 1.412 -0.097 -0.015 -0.276
C -2.898 -1.460 0.323 1.050 -0.503 0.097
H -2.338 -0.256 -2.701 -0.216 0.172 0.270
H -3.859 0.261 -1.890 0.264 0.006 0.286
H -3.954 1.248 0.688 0.357 -0.119 -0.170
H -2.525 2.311 0.396 -0.256 -0.094 0.196
H -2.534 1.437 -2.205 -0.061 -0.213 0.034
H -2.553 1.204 1.802 -0.187 0.091 -0.223
Cl 0.058 -2.103 -1.397 -0.018 1.229 0.737
C 0.176 -1.994 4.622 0.022 -0.543 0.117
N -0.140 -0.586 4.366 0.054 0.854 -2.813
C -0.524 0.269 5.472 -0.282 0.849 1.010
C -0.131 -0.069 3.147 -0.291 -0.100 3.952
O 0.060 -0.821 2.121 0.230 0.112 0.105
H 0.111 -2.145 5.703 0.050 -0.092 -0.362
H 1.201 -2.214 4.289 -0.392 0.024 0.033
H -0.555 -2.644 4.120 0.316 0.165 0.123
H 0.131 1.146 5.526 -0.073 -0.212 0.076
H -1.561 0.613 5.358 0.263 -0.208 0.050
H -0.441 -0.305 6.399 -0.014 0.288 -0.216
H -0.297 1.020 3.066 0.009 -0.562 -0.094


No. 3
56
Properties=species:S:1:pos:R:3:forces:R:3 method="wB97M-V/def2-TZVPD" orbital_gap_ha=0.0735 charge=-2 e_lumo_ev=3.2 homo_energy_ev=1.218 total_energy_ha=-2118.08692
C 0.458 -4.197 3.236 -0.394 0.312 -0.804
C 0.711 -4.233 1.638 0.594 0.043 0.435
C 1.007 -2.772 1.066 0.025 0.567 1.059
C -0.256 -1.772 1.237 -0.421 -1.658 0.781
C -1.602 -2.355 0.585 1.227 -0.411 -0.292
N 0.052 -0.386 0.854 0.339 -0.309 -2.375
C 0.276 0.075 -0.413 1.471 3.802 1.449
N 0.603 1.508 -0.588 4.506 -8.848 -1.652
C 1.831 1.882 0.158 0.536 1.035 0.172
C 1.581 3.032 1.240 -1.258 1.089 0.753
N 0.386 2.791 2.095 2.179 -1.120 2.395
N 2.758 3.050 2.192 0.196 -1.060 -1.269
N 1.441 4.389 0.640 1.244 -1.087 -0.339
N 0.173 -0.834 -1.579 -2.178 0.587 1.154
C -0.711 -0.148 -2.547 -0.985 1.322 -1.343
C -1.912 0.583 -1.820 -0.649 0.328 -1.193
C -3.262 0.552 -2.685 0.604 -0.406 1.154
Cl -4.425 1.477 -1.605 0.347 -0.611 -1.007
O 1.461 -0.932 -2.145 1.335 -1.541 -1.339
B 1.610 -2.102 -2.954 -0.430 -0.876 -0.357
O 1.066 -2.221 -4.295 1.524 0.975 1.711
O 2.318 -3.284 -2.479 -1.205 1.514 -0.204
H 1.094 -3.357 3.686 -0.841 -1.316 -0.490
H -0.643 -3.941 3.417 1.547 -0.402 0.005
H 0.709 -5.204 3.719 -0.397 1.487 -0.642
H -0.165 -4.706 1.094 1.063 0.462 0.707
H 1.629 -4.903 1.484 -1.244 1.008 -0.059
H 1.444 -2.755 0.023 -0.757 -0.116 1.048
H 1.813 -2.326 1.753 -0.934 -0.573 -1.058
H -0.450 -1.755 2.368 0.293 0.266 -1.583
H -1.831 -3.352 1.097 0.003 1.550 -0.473
H -2.437 -1.599 0.677 0.884 -1.028 -0.130
H -1.373 -2.625 -0.504 -0.562 0.652 1.397
H 0.109 0.321 1.605 -0.101 0.256 -0.474
H -0.213 2.085 -0.274 -3.040 2.668 0.682
H 2.587 2.320 -0.592 -0.994 -0.527 0.924
H 2.375 0.982 0.615 -0.963 1.110 -0.335
H 0.380 3.486 2.860 0.454 -0.549 -0.533
H -0.497 2.928 1.576 0.549 -0.236 -0.271
H 3.578 3.143 1.561 -0.429 0.263 0.532
H 2.821 2.060 2.499 -0.065 0.745 0.125
H 1.194 4.331 -0.355 -0.130 -0.049 0.683
H 0.627 4.837 1.091 -0.261 0.002 -0.565
H -1.150 -0.825 -3.363 1.008 0.346 1.323
H -0.079 0.650 -3.073 -0.868 -1.064 0.706
H -1.654 1.686 -1.747 -0.462 -1.254 0.644
H -2.201 0.111 -0.828 0.610 0.813 -1.099
H -3.160 1.070 -3.684 -0.182 -0.582 1.200
H -3.648 -0.522 -2.775 0.457 1.512 -0.135
H 1.783 -2.442 -4.921 -0.640 -0.256 0.487
H 1.670 -3.879 -2.056 0.506 0.336 -0.234
O -1.320 5.267 0.865 1.233 -0.390 0.491
P -1.976 4.020 0.244 -4.060 3.712 -1.062
O -0.945 2.859 0.203 -1.385 -0.832 -0.474
O -2.445 4.345 -1.187 0.600 -0.710 -0.586
O -3.187 3.589 1.091 0.498 -0.950 0.359